Entry 1:
Computed, not measured: C28H24Cl2N9O7STl as an isolated structure at a distorted geometry, with ωB97M-V/def2-TZVPD.

Last column: Löwdin charge in e.
Atoms and positions in Å:
Tl (0.001, 0.345, -0.212)  0.99
Cl (5.035, 0.659, 4.735)  0.59
C (3.892, -0.167, 3.714)  -0.71
C (2.591, 0.290, 3.636)  -0.05
C (1.665, -0.304, 2.773)  -0.24
N (0.428, 0.225, 2.556)  0.03
C (-0.296, 0.806, 3.494)  -0.51
O (-0.139, 0.793, 4.727)  -0.03
C (-1.521, 1.496, 2.937)  -0.19
C (-2.574, 1.821, 3.795)  -0.02
C (-3.691, 2.445, 3.278)  -0.09
C (-3.725, 2.732, 1.920)  -0.08
C (-2.629, 2.384, 1.145)  -0.14
N (-1.558, 1.796, 1.645)  0.06
C (2.077, -1.426, 1.988)  -0.22
C (3.382, -1.898, 2.133)  -0.05
C (4.282, -1.268, 2.973)  -0.70
Cl (5.913, -1.869, 3.086)  0.59
N (1.192, -1.915, 1.062)  0.02
C (1.295, -3.118, 0.516)  -0.51
O (2.027, -4.073, 0.828)  -0.03
C (0.354, -3.316, -0.647)  -0.21
C (0.267, -4.590, -1.208)  -0.02
C (-0.456, -4.769, -2.370)  -0.08
C (-1.094, -3.669, -2.926)  -0.06
C (-1.001, -2.452, -2.266)  -0.13
N (-0.298, -2.276, -1.163)  0.06
H (2.281, 1.138, 4.227)  0.10
H (-2.480, 1.567, 4.840)  0.10
H (-4.531, 2.701, 3.916)  0.09
H (-4.585, 3.212, 1.475)  0.09
H (-2.609, 2.551, 0.076)  0.08
H (3.682, -2.758, 1.556)  0.09
H (0.804, -5.393, -0.724)  0.11
H (-0.525, -5.745, -2.840)  0.10
H (-1.626, -3.736, -3.862)  0.09
H (-1.512, -1.576, -2.644)  0.12
N (-2.129, 4.049, -2.697)  0.11
C (-1.440, 2.836, -2.492)  -0.69
N (-0.160, 2.857, -2.866)  0.17
O (-2.011, 1.905, -1.958)  -0.05
H (-1.822, 4.638, -3.456)  0.07
H (-3.131, 3.955, -2.630)  0.08
H (0.234, 3.687, -3.267)  0.09
H (0.424, 1.998, -2.840)  0.03
O (-0.709, -2.035, -5.778)  -0.35
S (0.599, -1.432, -5.615)  0.62
O (1.308, -1.233, -6.867)  -0.36
N (0.564, -0.066, -4.744)  -0.03
C (1.269, -0.183, -3.640)  -0.56
O (1.463, 0.724, -2.809)  -0.13
C (1.889, -1.539, -3.437)  -0.15
C (2.629, -1.962, -2.346)  0.00
C (3.086, -3.272, -2.337)  -0.07
C (2.781, -4.140, -3.376)  -0.09
C (2.035, -3.710, -4.469)  -0.06
C (1.608, -2.403, -4.478)  -0.21
H (2.798, -1.291, -1.517)  0.12
H (3.645, -3.631, -1.488)  0.11
H (3.108, -5.170, -3.325)  0.10
H (1.772, -4.386, -5.270)  0.11
C (-5.056, -1.291, 0.827)  -0.11
N (-3.890, -1.811, 1.503)  -0.01
C (-2.633, -1.407, 1.038)  -0.63
N (-1.604, -2.031, 1.627)  0.19
O (-2.535, -0.564, 0.165)  -0.06
H (-5.946, -1.625, 1.358)  0.07
H (-5.116, -1.601, -0.221)  0.08
H (-4.997, -0.205, 0.842)  0.07
H (-3.935, -2.786, 1.755)  0.11
H (-1.759, -2.570, 2.460)  0.11
H (-0.638, -1.719, 1.434)  0.03

net charge = -2
E_LUMO = 4.3 eV
frontier orbital gap = 5.92 eV
E_HOMO = -0.061 hartree

---

Entry 2:
Computed, not measured: C28H24Cl4N4O4SSiV as an isolated structure at a distorted geometry, with ωB97M-V/def2-TZVPD.

Last column: Löwdin spin population.
Atoms and positions in Å:
V (0.030, 0.013, -0.010)  0.05
C (-3.928, -0.841, -1.329)  0.02
C (-2.713, -0.229, -0.694)  0.13
N (-1.756, -0.879, -0.076)  0.20
N (-1.753, -2.276, -0.159)  -0.01
C (-0.515, -2.637, -0.315)  0.04
O (0.499, -1.871, -0.415)  0.02
C (-0.192, -4.103, -0.402)  0.00
C (-1.207, -5.051, -0.249)  0.01
C (-0.934, -6.411, -0.323)  0.00
C (0.366, -6.847, -0.551)  0.01
C (1.383, -5.914, -0.704)  0.00
C (1.104, -4.554, -0.629)  0.01
C (-2.524, 1.200, -0.763)  0.12
C (-3.568, 2.093, -1.060)  0.04
C (-3.281, 3.432, -1.134)  0.04
C (-1.964, 3.853, -0.911)  0.11
C (-0.999, 2.905, -0.613)  0.00
N (-1.237, 1.592, -0.531)  0.13
H (-3.793, -1.908, -1.485)  0.00
H (-4.132, -0.375, -2.298)  0.01
H (-4.801, -0.697, -0.681)  0.01
H (-2.218, -4.712, -0.066)  0.00
H (-1.739, -7.126, -0.198)  0.00
H (0.585, -7.907, -0.606)  0.00
H (2.402, -6.238, -0.879)  0.00
H (1.902, -3.829, -0.745)  0.00
H (-4.578, 1.739, -1.219)  0.00
H (-4.062, 4.151, -1.359)  0.00
H (-1.694, 4.899, -0.962)  0.01
H (0.025, 3.186, -0.431)  0.00
C (4.763, -0.628, -3.103)  0.00
Si (3.379, -0.349, -4.322)  0.00
C (3.352, -1.838, -5.496)  0.00
C (3.839, 1.170, -5.360)  0.00
C (1.609, -0.090, -3.704)  0.00
C (0.675, 0.107, -4.706)  0.00
C (-0.660, 0.314, -4.396)  0.00
C (-1.026, 0.318, -3.070)  0.01
N (-0.176, 0.129, -2.046)  0.01
C (1.141, -0.075, -2.368)  0.00
S (2.236, -0.308, -1.050)  0.00
H (5.707, -0.756, -3.646)  0.00
H (4.599, -1.526, -2.507)  0.00
H (4.882, 0.220, -2.428)  0.00
H (4.349, -2.006, -5.912)  0.00
H (2.656, -1.671, -6.321)  0.00
H (3.043, -2.735, -4.956)  0.00
H (4.844, 1.051, -5.773)  0.00
H (3.821, 2.067, -4.739)  0.00
H (3.139, 1.304, -6.187)  0.00
H (0.970, 0.105, -5.754)  0.00
H (-1.399, 0.471, -5.170)  0.00
H (-2.048, 0.478, -2.797)  0.00
Cl (2.747, -0.799, 6.315)  0.00
C (1.642, -0.528, 4.993)  0.00
C (0.300, -0.271, 5.256)  0.00
Cl (-0.270, -0.224, 6.904)  0.00
C (-0.594, -0.049, 4.194)  0.00
Cl (-2.282, 0.275, 4.502)  0.00
C (-0.140, -0.085, 2.880)  0.00
O (-0.785, 0.081, 1.779)  0.01
C (1.222, -0.348, 2.611)  0.00
O (1.435, -0.323, 1.353)  0.00
C (2.106, -0.567, 3.669)  0.00
Cl (3.786, -0.884, 3.320)  0.00
O (0.800, 1.431, 0.136)  0.00

2S+1 = 2
net charge = -2
E_LUMO (alpha / beta) = 4.3 / 4.3 eV
frontier orbital gap (alpha / beta) = 4.12 / 5.41 eV
E_HOMO (alpha / beta) = 0.006 / -0.041 hartree

---

Entry 3:
Computed, not measured: C28H24I2N4O2PSbSe4Tc as an isolated structure, with ωB97M-V/def2-TZVPD.

Last column: Löwdin charge in e.
Atoms and positions in Å:
Tc (-0.250, -0.428, 0.967)  1.03
I (0.096, 4.726, 0.868)  1.12
C (-0.169, 3.464, 2.467)  -0.63
C (-0.207, 3.985, 3.767)  -0.19
C (-0.373, 3.169, 4.870)  -0.64
I (-0.395, 4.036, 6.729)  1.13
C (-0.509, 1.745, 4.710)  -0.19
C (-0.688, 0.815, 5.745)  0.02
C (-0.782, -0.525, 5.447)  0.01
C (-0.695, -0.943, 4.120)  -0.10
N (-0.529, -0.088, 3.114)  0.00
C (-0.441, 1.237, 3.408)  -0.16
C (-0.292, 2.089, 2.280)  -0.38
O (-0.288, 1.491, 1.093)  -0.27
H (-0.100, 5.053, 3.904)  0.09
H (-0.748, 1.153, 6.772)  0.09
H (-0.913, -1.259, 6.230)  0.13
H (-0.766, -1.993, 3.863)  0.00
N (1.887, -0.274, 1.231)  -0.03
C (2.626, 0.366, 0.118)  -0.28
C (3.880, 0.895, 0.359)  -0.01
C (4.581, 1.479, -0.687)  -0.02
C (4.026, 1.526, -1.961)  -0.02
C (2.763, 1.001, -2.186)  -0.05
C (2.052, 0.412, -1.142)  -0.31
P (0.380, -0.245, -1.356)  1.01
C (0.558, -1.859, -2.162)  -0.43
C (-0.606, -2.617, -2.353)  -0.18
C (-0.528, -3.882, -2.912)  -0.06
C (0.713, -4.404, -3.273)  -0.04
C (1.865, -3.660, -3.077)  -0.04
C (1.793, -2.386, -2.519)  -0.06
C (-0.405, 0.848, -2.552)  -0.36
C (-0.540, 2.196, -2.206)  -0.12
C (-1.007, 3.104, -3.140)  -0.05
C (-1.346, 2.673, -4.419)  -0.04
C (-1.219, 1.336, -4.762)  -0.04
C (-0.748, 0.416, -3.831)  -0.06
H (2.304, -1.191, 1.392)  0.10
H (2.084, 0.254, 2.081)  0.12
H (4.319, 0.856, 1.350)  0.13
H (5.565, 1.892, -0.507)  0.13
H (4.583, 1.963, -2.779)  0.13
H (2.322, 1.050, -3.175)  0.13
H (-1.571, -2.203, -2.075)  0.10
H (-1.428, -4.460, -3.081)  0.12
H (0.775, -5.389, -3.718)  0.12
H (2.827, -4.067, -3.359)  0.12
H (2.699, -1.811, -2.372)  0.11
H (-0.258, 2.530, -1.215)  0.03
H (-1.092, 4.153, -2.882)  0.11
H (-1.704, 3.385, -5.152)  0.12
H (-1.468, 1.006, -5.761)  0.12
H (-0.633, -0.622, -4.115)  0.11
Se (0.363, -4.294, 3.587)  0.03
Sb (-0.259, -6.447, 2.993)  0.69
Se (-2.074, -3.750, 1.038)  0.10
Se (-0.020, -2.796, 0.813)  0.35
Se (-1.584, -5.931, 0.733)  0.06
N (-4.132, -0.745, -0.636)  0.23
C (-3.196, -0.077, 0.043)  -0.58
N (-3.235, 1.256, 0.064)  0.24
O (-2.292, -0.725, 0.653)  -0.27
H (-4.928, -0.285, -1.046)  0.14
H (-4.144, -1.749, -0.583)  0.11
H (-3.959, 1.781, -0.397)  0.14
H (-2.539, 1.764, 0.580)  0.10

net charge = +3
E_LUMO = -10.8 eV
frontier orbital gap = 4.72 eV
E_HOMO = -0.571 hartree

---

Energy above the lowest of the compared OMol25 structures with the same formula, charge and spin in kJ/mol, matching the order above: 92.63, 551.45, 0.00